Entry 1:
Entry from the Open Molecules 2025 dataset: a cluster of 4 separate species, C26H37BN4O7S in total (ωB97M-V/def2-TZVPD).

```
76
Properties=species:S:1:pos:R:3:forces:R:3
C 2.431366 -2.112442 -1.993807 -0.074 0.299 0.176
C 2.508634 -0.791463 -1.242644 0.279 -0.554 1.014
C 2.392074 -1.034719 0.252610 -1.255 -1.453 0.684
O 1.682161 -1.916916 0.730085 1.331 1.674 -0.740
O 3.126179 -0.211950 1.071502 -0.416 -0.174 -0.155
C 4.498809 -0.579154 1.138359 0.224 -0.096 -0.566
C 4.697972 -2.027401 1.522921 0.218 0.244 0.716
C 4.261089 -2.363175 2.988115 0.056 -1.142 -1.086
B 3.245083 -3.618718 2.901589 -0.634 0.781 0.474
N 1.895012 -3.497016 3.465412 0.704 -0.323 0.116
O 3.665037 -4.789771 2.343737 -0.130 0.132 -0.245
C 5.508887 -2.790061 3.763987 0.038 0.025 -0.018
C 5.215044 -3.231714 5.189679 0.264 0.844 0.447
C 4.145054 -2.333907 5.873004 0.666 -1.053 -0.650
C 4.368237 -2.093596 7.359299 -1.248 0.239 -0.069
C 3.019914 -1.935894 8.099300 -0.015 0.515 0.162
O 2.896243 -0.671398 8.731025 0.128 -0.134 0.168
S 4.028278 -0.784602 5.018757 -0.963 0.941 1.068
O 5.285127 -0.094610 5.023567 0.359 -0.450 -0.432
O 2.931234 -0.059905 5.600442 -0.048 -0.235 -0.280
O 3.578898 -1.224160 3.580475 0.493 0.066 0.274
H 3.181542 -2.822231 -1.653845 0.267 0.036 -0.028
H 1.465359 -2.553924 -1.800418 -0.193 -0.165 -0.161
H 2.533087 -1.906408 -3.049866 -0.008 -0.261 -0.251
H 3.449351 -0.276564 -1.409585 -0.013 0.282 -0.236
H 1.669204 -0.154518 -1.505559 -0.030 0.246 -0.194
H 4.999483 0.077089 1.839126 -0.236 0.182 0.269
H 4.967317 -0.402529 0.166210 0.068 -0.031 -0.118
H 5.764493 -2.231209 1.439566 0.193 0.049 -0.063
H 4.213483 -2.697171 0.816652 -0.177 0.072 -0.201
H 1.229558 -3.633756 2.711518 -0.246 0.048 0.113
H 1.762066 -4.238373 4.146305 -0.359 -0.148 -0.094
H 4.455978 -4.683655 1.810554 0.334 -0.202 0.060
H 6.237697 -1.982172 3.767112 0.010 0.191 0.018
H 5.977384 -3.594960 3.204434 -0.003 -0.222 -0.042
H 6.126692 -3.130353 5.772926 0.194 -0.142 0.031
H 4.911170 -4.272474 5.244830 -0.174 -0.148 -0.022
H 3.187108 -2.817257 5.704144 -0.335 0.237 -0.054
H 4.881401 -1.144132 7.476136 0.529 -0.117 0.278
H 4.910025 -2.917910 7.806194 0.428 -0.023 -0.089
H 2.920124 -2.675862 8.885810 0.009 -0.110 0.139
H 2.176996 -2.046044 7.418247 -0.015 -0.252 -0.195
H 2.874160 -0.023698 8.020885 -0.090 0.223 -0.136
C -2.688429 -0.267925 -3.683478 -0.064 -0.015 0.000
C -2.491016 -1.563138 -3.231840 -0.003 0.030 -0.014
C -1.194554 -2.051793 -3.180149 0.067 -0.084 0.030
N -0.124666 -1.348337 -3.543345 -0.170 0.161 -0.110
C -0.336584 -0.105199 -3.976722 0.036 -0.076 0.023
C -1.589841 0.483499 -4.065455 0.187 0.014 0.025
H -3.684902 0.152960 -3.738371 0.005 0.017 -0.011
H -3.322169 -2.183055 -2.924471 0.012 -0.019 0.012
H -0.996548 -3.059595 -2.828499 -0.051 -0.001 0.010
H 0.552534 0.445511 -4.268397 -0.030 0.042 -0.011
H -1.708102 1.499570 -4.422467 0.002 -0.099 0.044
C -5.156681 3.657332 -7.143791 0.002 -0.007 -0.023
C -5.099733 4.103194 -5.833235 0.016 0.048 -0.069
C -4.033436 3.691133 -5.049044 0.082 -0.016 0.074
N -3.060598 2.888812 -5.481052 -0.204 0.179 -0.122
C -3.134032 2.469831 -6.742823 0.105 -0.063 0.029
C -4.153707 2.823376 -7.611949 -0.031 0.016 0.011
H -5.972086 3.954936 -7.790590 -0.005 0.004 -0.001
H -5.863558 4.748868 -5.422716 -0.035 -0.063 0.057
H -3.948462 4.017388 -4.018039 -0.048 0.026 0.000
H -2.331267 1.814968 -7.066909 -0.024 -0.011 -0.040
H -4.160296 2.452969 -8.627780 0.019 -0.014 -0.002
C -9.304872 5.681383 -1.576789 -0.030 0.010 0.038
C -9.217767 4.383593 -2.052576 0.004 0.025 0.002
C -8.397257 4.135827 -3.141939 0.051 -0.067 -0.081
N -7.688120 5.077184 -3.760923 -0.043 0.076 0.068
C -7.784168 6.319770 -3.291404 0.052 0.002 -0.068
C -8.572616 6.673377 -2.207673 -0.009 -0.020 0.003
H -9.933358 5.916059 -0.727565 -0.001 0.000 0.004
H -9.772540 3.578991 -1.590569 0.007 -0.019 -0.007
H -8.298062 3.133570 -3.544380 -0.030 -0.019 0.031
H -7.196857 7.066399 -3.815069 -0.013 0.038 0.034
H -8.610260 7.699221 -1.868779 0.012 0.012 -0.013
```
Forces are in eV/Å.

Its energy above the lowest of the compared OMol25 structures with the same formula, charge and spin is 0.524 eV. As for the total charge: 0. As for the SMILES: CCC(=O)OCC[C@@]1(B(N)O)CC[C@@H](CCO)S(=O)(=O)O1.c1ccncc1.c1ccncc1.c1ccncc1.


Entry 2:
Entry from the Open Molecules 2025 dataset: a structure of composition C26H37F4N8O4S (ωB97M-V/def2-TZVPD).

```
80
Properties=species:S:1:pos:R:3:forces:R:3
C -1.497606 3.900800 -2.395111 1.205 -0.473 0.556
C -1.251358 3.096511 -1.511301 -0.541 -0.738 -2.162
N -0.892098 1.848001 -0.824228 0.155 2.004 -1.489
C -0.403036 2.305219 0.523604 2.273 -0.058 2.231
C 1.173643 2.478501 0.426356 -0.879 -0.020 -0.276
S 2.161215 0.936114 0.645714 6.111 0.490 -1.531
O 3.217156 1.162022 1.651877 -2.983 -0.298 -0.208
O 2.846042 0.669838 -0.647236 -2.672 0.056 1.096
C -1.033240 1.208761 1.479781 -1.409 -0.528 0.615
O -1.331433 1.608110 2.803302 1.011 -0.549 -1.890
C -0.498440 0.829734 3.739069 0.076 -0.671 1.027
C -1.111258 -0.608497 4.033133 0.018 0.189 -1.442
O -2.296534 0.960066 0.738571 0.310 0.637 -1.658
C -1.977121 0.815118 -0.628126 -3.397 -2.142 1.565
F -1.504673 -0.538583 -0.743713 1.094 2.168 -0.182
C -3.147667 0.840896 -1.689322 0.579 -0.196 -0.004
C -2.575954 0.582224 -3.184990 -0.953 0.887 -0.057
C -3.505465 -0.424204 -3.975198 0.110 -0.268 -1.317
F -4.835958 -0.657596 -3.575513 2.587 -0.698 0.769
C -3.096051 -1.126908 -5.127905 -0.611 0.836 1.244
F -2.871248 -0.382889 -6.266224 1.338 -2.240 1.785
F -2.957458 -2.508148 -5.177218 -1.336 2.886 -1.157
H -1.468477 4.655817 -3.226978 -0.435 -1.035 1.529
H -0.181803 1.359087 -1.409311 0.111 0.536 0.469
H -0.741807 3.348009 0.817745 -0.354 -1.463 -0.693
H 1.393506 2.841363 -0.631271 0.073 -0.616 1.335
H 1.596375 3.279090 1.105476 -0.613 -1.166 -0.463
H 1.406538 -0.190598 0.920688 -0.151 0.835 0.130
H -0.597583 0.168800 1.498245 0.334 1.313 -0.121
H 0.528494 0.785093 3.252164 -0.997 -0.072 1.066
H -0.444338 1.383022 4.726292 -0.071 -0.225 -1.544
H -0.893666 -1.003116 5.061882 -0.077 0.443 -1.119
H -2.233010 -0.592462 3.855288 1.330 0.141 0.439
H -0.691672 -1.315761 3.245567 -0.518 0.510 1.195
H -3.709499 1.810909 -1.658479 0.542 -1.187 0.144
H -3.830055 -0.021907 -1.420962 0.815 1.308 -0.035
H -2.537935 1.602135 -3.668033 -0.044 -1.100 0.255
H -1.514577 0.182935 -3.162334 -1.387 0.208 -0.095
C 3.059945 5.647658 -1.771182 -0.344 0.340 0.456
C 2.277650 5.560559 -0.513633 0.003 0.113 0.139
N 1.674431 5.493037 0.471400 0.408 -0.063 -0.952
H 2.954354 6.641064 -2.209469 -0.142 -0.034 0.104
H 4.110586 5.459750 -1.561872 -0.162 -0.093 0.018
H 2.701418 4.904306 -2.483370 0.080 -0.014 0.088
C -0.365861 -4.707503 2.544630 -0.089 0.050 0.692
C -0.657994 -4.278297 3.937974 -0.244 0.395 1.699
N -0.892055 -3.919127 5.040450 0.959 -1.390 -10.606
H 0.547645 -5.302270 2.514536 -0.069 0.047 -0.011
H -1.191806 -5.305787 2.159829 0.068 0.055 0.005
H -0.239010 -3.829130 1.911650 -0.016 -0.088 -0.001
C 6.332443 1.331530 -0.227093 -0.304 0.535 -0.200
C 5.574510 2.503902 -0.733049 -0.116 0.108 0.000
N 4.982879 3.416809 -1.123681 0.606 -0.998 0.399
H 7.367140 1.614459 -0.032673 -0.078 0.026 -0.043
H 5.882105 0.970852 0.697858 -0.052 0.058 -0.095
H 6.315382 0.531358 -0.966316 -0.043 0.067 0.060
C 0.377219 -3.329097 9.176428 -0.071 -0.089 -0.784
C -0.355013 -3.515092 7.891861 0.010 -0.058 -0.722
N -0.927015 -3.652796 6.876674 -0.430 1.158 9.716
H -0.076061 -2.517181 9.745114 -0.014 -0.064 -0.067
H 0.329037 -4.245591 9.764590 -0.024 0.050 -0.067
H 1.423335 -3.086403 8.981523 -0.065 -0.029 0.061
C -8.346029 0.730835 -2.730961 0.594 0.107 0.246
C -6.996634 1.001207 -2.171138 0.131 0.067 0.110
N -5.946715 1.210649 -1.735612 -1.467 -0.031 -0.399
H -8.364843 0.984951 -3.790805 0.055 -0.006 0.078
H -8.590831 -0.324838 -2.613239 0.068 0.067 0.016
H -9.090946 1.330008 -2.207369 0.095 -0.023 -0.003
C 6.985787 -1.670275 -3.223202 0.177 -0.157 0.631
C 7.381908 -1.990185 -1.826094 0.058 -0.066 0.150
N 7.689470 -2.237438 -0.739725 -0.321 0.294 -0.975
H 7.480982 -2.352626 -3.913989 -0.011 0.038 0.081
H 5.906110 -1.772139 -3.334629 0.072 -0.012 0.050
H 7.274165 -0.647107 -3.465504 0.013 -0.070 0.038
C -1.033925 -4.208110 -3.453814 0.185 -0.191 0.602
C -0.577788 -4.548362 -2.082927 0.057 -0.053 0.121
N -0.223469 -4.813295 -1.016278 -0.297 0.303 -0.815
H -0.573969 -4.881055 -4.177578 -0.010 0.027 0.085
H -2.117464 -4.304160 -3.517617 0.086 -0.010 0.045
H -0.753023 -3.182577 -3.693000 -0.003 -0.071 0.042
```
Forces are in eV/Å.

As for the total charge: +1.


Entry 3:
Entry from the Open Molecules 2025 dataset: a cluster of 2 separate species, C26H37FNO9S in total (ωB97M-V/def2-TZVPD).

```
75
Properties=species:S:1:pos:R:3:forces:R:3
C -1.163745 2.594449 -3.731626 0.619 0.786 0.242
C -0.840414 1.808754 -2.480130 -0.035 0.096 0.260
O -1.543795 2.219266 -1.316710 -0.201 -0.057 -0.111
C -1.413727 3.576213 -0.976923 0.072 0.168 0.178
C 0.027942 4.009574 -0.697251 -0.235 -0.131 0.052
O 0.749805 2.968514 -0.071408 0.295 0.103 -0.083
C 0.734521 2.971749 1.332965 -0.188 0.030 0.033
C 1.122367 1.556690 1.704515 0.016 0.144 0.026
O 1.608387 1.406364 3.031726 0.017 -0.083 0.113
C 0.622977 1.309086 4.019615 0.188 0.113 -0.032
C -0.128590 0.005533 3.968296 0.007 -0.021 0.035
C 0.401616 -1.022803 3.206392 0.164 0.254 -0.045
C -0.243171 -2.225698 3.067610 -0.214 -0.136 0.040
C 0.155288 -3.319915 2.144990 -0.114 -0.118 0.041
C -0.198631 -3.037513 0.651328 -0.088 -0.050 0.012
C -0.808953 -4.266847 0.006589 0.231 0.002 0.043
O 0.929549 -2.726628 -0.105938 0.217 0.031 -0.181
C 1.583469 -1.508742 0.183826 -0.099 -0.127 -0.122
C 2.368173 -1.038903 -1.008764 0.056 0.023 -0.048
C 3.081257 0.151868 -0.916355 0.118 -0.129 -0.030
C 3.815254 0.616322 -1.994661 -0.122 -0.008 0.166
C 3.835325 -0.107524 -3.177786 -0.021 0.099 0.083
C 3.124534 -1.291080 -3.270616 0.121 0.077 -0.191
C 2.392837 -1.760061 -2.191907 -0.078 0.054 0.049
N -1.386155 -2.386343 3.764993 -0.043 -0.028 -0.086
C -1.922152 -1.435560 4.546825 -0.008 0.066 0.006
C -1.326792 -0.209036 4.667220 -0.020 -0.056 0.040
C -1.965756 0.792616 5.596374 0.272 0.114 -0.050
C -1.514849 0.499886 7.004286 -0.101 -0.071 0.315
O -2.115818 -0.059638 7.852298 0.430 0.260 -0.293
F -0.237291 0.937450 7.176658 -0.338 -0.198 0.088
H -2.234234 2.638462 -3.911246 -0.163 0.206 0.059
H -0.758010 3.602796 -3.710267 -0.057 0.176 0.082
H -0.694736 2.095531 -4.577927 0.499 0.643 0.147
H -1.136207 0.770970 -2.628549 0.151 1.508 0.683
H 0.233732 1.811083 -2.286292 0.182 0.055 -0.011
H -1.835753 4.230655 -1.743071 -0.044 0.086 -0.087
H -2.017769 3.713019 -0.081981 -0.081 -0.082 0.086
H 0.002354 4.901624 -0.069536 0.066 0.164 0.011
H 0.555895 4.270617 -1.610952 0.100 -0.116 -0.109
H 1.452734 3.683426 1.748442 0.106 0.074 -0.007
H -0.260385 3.231059 1.710705 -0.079 0.029 0.055
H 1.932816 1.265190 1.041388 -0.182 0.112 0.289
H 0.282517 0.886651 1.506250 -0.112 0.041 0.018
H 1.133776 1.358011 4.981942 0.043 0.045 0.097
H -0.064639 2.156614 3.990069 -0.170 0.054 -0.064
H 1.322570 -0.844680 2.675828 0.033 -0.078 0.074
H 1.221076 -3.514659 2.224800 0.131 -0.010 -0.023
H -0.367588 -4.224297 2.449141 0.063 -0.190 0.056
H -0.908314 -2.202424 0.603635 -0.097 0.140 0.054
H -1.671941 -4.629200 0.558553 -0.151 0.020 0.012
H -1.089222 -4.048388 -1.018087 -0.104 0.049 -0.098
H -0.056756 -5.052635 -0.020539 0.029 -0.128 0.030
H 0.851814 -0.740395 0.458679 -0.094 -0.114 -0.066
H 2.261690 -1.650968 1.034004 0.082 0.030 0.072
H 3.077289 0.707263 0.013029 0.271 -0.071 -0.240
H 4.362257 1.540969 -1.896569 0.094 0.098 -0.068
H 4.397108 0.259122 -4.022380 0.076 0.000 -0.102
H 3.134825 -1.840312 -4.198362 -0.063 -0.114 -0.047
H 1.833901 -2.677244 -2.269683 -0.048 -0.119 -0.053
H -1.865870 -3.272284 3.676451 -0.073 -0.043 0.042
H -2.836086 -1.668527 5.068961 -0.100 -0.193 0.004
H -3.045912 0.723464 5.561254 -0.139 -0.015 0.013
H -1.657581 1.800777 5.338114 -0.078 0.124 -0.015
C -1.800655 -0.790522 -3.719487 0.063 -0.561 -0.278
C -1.889824 0.067254 -4.966662 -0.515 -0.228 -0.121
O -0.792508 -0.392672 -5.764727 0.199 -0.022 0.053
S -0.579473 -1.962851 -5.559352 -0.201 0.179 0.114
O -1.236063 -2.683343 -6.585297 0.011 -0.102 0.002
O 0.787429 -2.182966 -5.259480 0.129 -0.069 -0.055
O -1.450739 -2.088398 -4.218185 -0.068 -0.169 -0.158
H -1.013976 -0.443655 -3.044524 -0.107 -1.212 -0.555
H -2.746589 -0.864715 -3.189660 -0.025 -0.056 0.049
H -1.752870 1.126162 -4.766728 -0.476 -1.217 -0.515
H -2.823546 -0.093627 -5.508137 -0.021 -0.132 0.021
```
Forces are in eV/Å.

As for the total charge: +1.


In Eh, the highest occupied orbital energy values for the records above are, in order, -0.3504, -0.3465, -0.4115.
In eV, the orbital gap values for the records above are, in order, 9.894, 6.054, 6.978.
In eV, the DFT total energy values for the records above are, in order, -59367.2849, -69355.6464, -61023.2074.